# 1
{"formula": "C78H188O18", "method": "ωB97M-V/def2-TZVPD", "symbols": ["C", "C", "C", "C", "C", "C", "H", "H", "H", "H", "H", "H", "H", "H", "H", "H", "H", "H", "H", "H", "C", "C", "C", "C", "C", "C", "H", "H", "H", "H", "H", "H", "H", "H", "H", "H", "H", "H", "H", "H", "C", "C", "C", "C", "C", "C", "H", "H", "H", "H", "H", "H", "H", "H", "H", "H", "H", "H", "H", "H", "C", "C", "C", "C", "C", "C", "H", "H", "H", "H", "H", "H", "H", "H", "H", "H", "H", "H", "H", "H", "C", "C", "C", "C", "C", "C", "H", "H", "H", "H", "H", "H", "H", "H", "H", "H", "H", "H", "H", "H", "C", "C", "C", "C", "C", "C", "H", "H", "H", "H", "H", "H", "H", "H", "H", "H", "H", "H", "H", "H", "C", "C", "C", "C", "C", "C", "H", "H", "H", "H", "H", "H", "H", "H", "H", "H", "H", "H", "H", "H", "C", "O", "C", "C", "O", "C", "H", "H", "H", "H", "H", "H", "H", "H", "H", "H", "C", "O", "C", "C", "O", "C", "H", "H", "H", "H", "H", "H", "H", "H", "H", "H", "C", "O", "C", "C", "O", "C", "H", "H", "H", "H", "H", "H", "H", "H", "H", "H", "C", "O", "C", "C", "O", "C", "H", "H", "H", "H", "H", "H", "H", "H", "H", "H", "C", "O", "C", "C", "O", "C", "H", "H", "H", "H", "H", "H", "H", "H", "H", "H", "C", "O", "C", "C", "O", "C", "H", "H", "H", "H", "H", "H", "H", "H", "H", "H", "C", "O", "C", "C", "O", "C", "H", "H", "H", "H", "H", "H", "H", "H", "H", "H", "C", "O", "C", "C", "O", "C", "H", "H", "H", "H", "H", "H", "H", "H", "H", "H", "C", "O", "C", "C", "O", "C", "H", "H", "H", "H", "H", "H", "H", "H", "H", "H"], "coordinates": [[5.049, -4.061, -2.773], [3.855, -4.853, -2.132], [3.441, -4.257, -0.805], [2.130, -4.779, -0.266], [1.509, -3.891, 0.867], [0.330, -4.533, 1.590], [4.945, -3.910, -3.836], [5.967, -4.597, -2.557], [5.153, -3.080, -2.343], [3.029, -4.879, -2.869], [4.151, -5.928, -2.030], [3.369, -3.181, -0.963], [4.270, -4.350, -0.171], [1.459, -4.848, -1.108], [2.311, -5.769, 0.075], [2.261, -3.602, 1.534], [1.038, -3.068, 0.451], [-0.400, -4.817, 0.817], [0.537, -5.480, 2.224], [-0.064, -3.802, 2.285], [5.963, 3.595, 5.007], [5.303, 4.034, 3.697], [4.098, 3.163, 3.222], [3.622, 3.787, 1.855], [2.400, 3.032, 1.335], [1.859, 3.670, 0.110], [6.748, 4.276, 5.222], [6.426, 2.667, 5.049], [5.186, 3.635, 5.788], [4.873, 5.101, 3.797], [6.103, 4.279, 2.905], [3.238, 3.242, 3.907], [4.252, 2.047, 3.158], [3.221, 4.828, 2.081], [4.514, 3.805, 1.153], [2.656, 1.976, 1.145], [1.658, 3.096, 2.102], [1.592, 4.724, 0.293], [2.589, 3.701, -0.682], [0.992, 3.138, -0.348], [0.816, -7.166, -5.710], [-0.420, -6.540, -4.982], [-0.369, -6.588, -3.464], [-1.618, -6.301, -2.773], [-1.530, -6.014, -1.239], [-2.749, -6.278, -0.415], [0.570, -7.371, -6.766], [1.092, -8.051, -5.167], [1.740, -6.542, -5.620], [-0.557, -5.485, -5.296], [-1.351, -7.135, -5.327], [0.430, -5.897, -3.083], [0.056, -7.589, -3.246], [-2.081, -5.411, -3.336], [-2.380, -7.012, -2.995], [-0.658, -6.536, -0.859], [-1.396, -4.955, -1.229], [-3.046, -7.301, -0.630], [-2.476, -6.201, 0.598], [-3.499, -5.540, -0.768], [-9.440, -0.770, -2.277], [-9.128, -1.902, -3.280], [-7.790, -2.517, -2.951], [-7.455, -3.885, -3.599], [-5.940, -4.018, -3.513], [-5.495, -5.482, -3.563], [-9.264, -1.183, -1.342], [-10.538, -0.498, -2.350], [-8.879, 0.156, -2.454], [-9.899, -2.652, -3.271], [-9.066, -1.521, -4.316], [-7.707, -2.519, -1.879], [-7.000, -1.880, -3.338], [-8.025, -4.724, -3.091], [-7.769, -3.996, -4.618], [-5.460, -3.417, -4.334], [-5.716, -3.634, -2.558], [-4.891, -5.797, -2.729], [-6.281, -6.231, -3.473], [-4.947, -5.781, -4.449], [2.908, 7.407, -3.381], [2.937, 7.696, -1.933], [1.581, 7.647, -1.275], [1.561, 8.106, 0.172], [0.326, 7.895, 1.067], [0.573, 8.429, 2.445], [2.268, 8.165, -3.896], [2.534, 6.394, -3.608], [3.912, 7.492, -3.736], [3.635, 6.979, -1.480], [3.331, 8.683, -1.754], [1.259, 6.595, -1.436], [0.809, 8.214, -1.860], [2.349, 7.559, 0.781], [1.810, 9.242, 0.226], [-0.621, 8.381, 0.727], [0.174, 6.814, 1.112], [0.949, 9.447, 2.373], [-0.331, 8.450, 3.025], [1.302, 7.780, 2.916], [3.585, 6.156, 7.029], [2.508, 5.513, 6.167], [1.690, 6.416, 5.247], [0.356, 5.917, 4.719], [0.367, 4.631, 3.919], [-1.054, 4.147, 3.568], [4.359, 6.657, 6.476], [4.010, 5.318, 7.582], [3.153, 6.850, 7.726], [2.895, 4.580, 5.673], [1.783, 5.036, 6.885], [2.309, 6.817, 4.387], [1.305, 7.251, 5.764], [-0.205, 5.707, 5.643], [-0.169, 6.668, 4.098], [0.893, 4.748, 3.010], [0.957, 3.888, 4.496], [-1.491, 4.867, 2.860], [-0.902, 3.208, 2.945], [-1.635, 3.869, 4.448], [1.016, -2.532, -3.802], [0.723, -1.241, -3.073], [0.656, -1.355, -1.587], [0.082, -0.143, -0.893], [0.025, -0.315, 0.622], [-0.515, 0.840, 1.361], [2.072, -2.833, -3.562], [1.047, -2.390, -4.878], [0.376, -3.430, -3.510], [1.502, -0.482, -3.308], [-0.187, -0.829, -3.415], [1.656, -1.589, -1.235], [0.121, -2.236, -1.217], [0.614, 0.759, -1.182], [-0.966, 0.006, -1.301], [-0.579, -1.201, 0.864], [1.083, -0.480, 0.927], [-1.368, 1.257, 0.819], [-0.844, 0.561, 2.399], [0.276, 1.631, 1.459], [0.278, 3.265, -3.370], [-0.977, 2.596, -3.254], [-1.466, 2.257, -4.530], [-2.822, 1.697, -4.219], [-3.512, 1.282, -5.442], [-4.879, 1.470, -5.337], [0.515, 3.768, -2.456], [0.193, 3.973, -4.135], [1.048, 2.543, -3.682], [-0.858, 1.388, -4.889], [-1.398, 3.064, -5.309], [-3.429, 2.344, -3.612], [-2.728, 0.812, -3.616], [-5.127, 1.123, -4.303], [-5.286, 0.830, -6.171], [-5.204, 2.472, -5.468], [-2.596, -2.442, -2.596], [-3.490, -2.725, -1.557], [-2.914, -2.244, -0.326], [-3.898, -2.059, 0.798], [-4.666, -0.932, 0.714], [-5.737, -1.043, -0.189], [-2.652, -1.419, -2.871], [-2.723, -3.073, -3.511], [-1.511, -2.625, -2.397], [-2.372, -1.264, -0.505], [-2.175, -2.946, -0.053], [-3.358, -2.019, 1.764], [-4.562, -2.959, 0.920], [-5.472, -0.976, -1.259], [-6.531, -0.350, 0.047], [-6.243, -2.038, -0.091], [6.009, -1.031, 0.280], [6.515, -1.066, 1.562], [6.567, 0.265, 2.125], [7.617, 0.211, 3.248], [6.980, -0.244, 4.414], [7.816, -0.289, 5.525], [6.182, -1.954, -0.327], [6.488, -0.256, -0.370], [4.939, -0.848, 0.228], [5.640, 0.538, 2.598], [6.797, 0.963, 1.330], [8.138, 1.145, 3.335], [8.470, -0.448, 3.016], [8.474, -1.160, 5.531], [7.228, -0.483, 6.423], [8.242, 0.679, 5.779], [-2.622, -5.979, 4.095], [-2.392, -6.523, 5.373], [-2.276, -5.489, 6.333], [-1.051, -4.622, 6.271], [-1.116, -3.753, 5.103], [0.065, -3.086, 4.895], [-3.377, -5.135, 4.214], [-3.128, -6.772, 3.517], [-1.756, -5.584, 3.536], [-2.321, -6.046, 7.282], [-3.142, -4.827, 6.296], [-0.129, -5.194, 6.249], [-1.024, -4.041, 7.244], [0.015, -2.301, 4.202], [0.801, -3.780, 4.530], [0.412, -2.634, 5.877], [-3.988, 1.430, 3.917], [-2.782, 1.003, 4.468], [-2.654, -0.339, 4.912], [-3.559, -0.806, 6.038], [-3.448, 0.043, 7.143], [-4.065, -0.511, 8.306], [-4.286, 0.705, 3.145], [-3.757, 2.369, 3.387], [-4.806, 1.573, 4.685], [-1.708, -0.439, 5.323], [-2.732, -1.025, 4.050], [-3.181, -1.857, 6.288], [-4.643, -0.802, 5.718], [-3.414, -1.352, 8.655], [-5.110, -0.938, 8.140], [-3.978, 0.378, 8.986], [4.494, 1.076, -2.224], [5.244, 0.764, -3.364], [5.104, 1.793, -4.377], [4.581, 1.068, -5.615], [3.209, 1.152, -5.327], [2.458, 0.472, -6.301], [4.289, 0.075, -1.753], [3.563, 1.571, -2.508], [5.044, 1.800, -1.643], [6.022, 2.224, -4.719], [4.360, 2.588, -4.183], [4.931, 0.034, -5.713], [4.770, 1.547, -6.591], [1.350, 0.681, -6.152], [2.690, -0.556, -6.334], [2.692, 0.905, -7.313], [-1.973, -1.703, -6.340], [-0.880, -1.869, -7.170], [-0.605, -3.211, -7.584], [0.743, -3.240, -8.263], [1.726, -3.419, -7.311], [2.919, -3.954, -7.854], [-2.037, -0.633, -6.428], [-1.912, -1.963, -5.310], [-2.936, -2.101, -6.694], [-1.365, -3.521, -8.359], [-0.679, -3.879, -6.657], [0.917, -2.372, -8.866], [0.813, -4.049, -8.969], [2.812, -5.006, -7.887], [3.725, -3.773, -7.186], [3.204, -3.542, -8.837], [3.346, -0.925, 3.409], [2.937, 0.284, 3.986], [1.564, 0.655, 3.872], [1.061, 1.319, 5.112], [0.698, 0.393, 6.088], [0.320, 1.129, 7.251], [3.500, -0.810, 2.315], [2.574, -1.664, 3.559], [4.309, -1.136, 3.852], [0.902, -0.179, 3.662], [1.509, 1.418, 3.052], [0.199, 1.952, 4.907], [1.850, 2.086, 5.443], [-0.591, 1.737, 6.880], [1.170, 1.794, 7.643], [0.104, 0.374, 8.042], [-5.634, 3.199, -0.568], [-4.729, 2.322, -1.261], [-3.524, 2.129, -0.541], [-2.536, 3.248, -0.881], [-2.894, 4.313, -0.024], [-2.084, 5.401, -0.264], [-5.437, 3.245, 0.500], [-6.606, 2.733, -0.812], [-5.523, 4.169, -0.962], [-3.091, 1.193, -0.966], [-3.744, 2.060, 0.498], [-2.652, 3.512, -1.946], [-1.487, 2.944, -0.743], [-1.049, 5.238, 0.125], [-2.411, 6.328, 0.270], [-2.009, 5.560, -1.350]], "mol_weight_g_mol": 1414.344, "lumo_ev": 0.7, "homo_ev": -9.38, "fmax_ev_per_a": 3.26}

# 2
{"formula": "C21H27Cl2NO7Zr", "method": "ωB97M-V/def2-TZVPD", "symbols": ["Zr", "C", "C", "O", "C", "C", "O", "C", "C", "O", "C", "C", "O", "C", "C", "O", "H", "H", "H", "H", "H", "H", "H", "H", "H", "H", "H", "H", "H", "H", "H", "H", "H", "H", "H", "H", "Cl", "C", "C", "C", "Cl", "C", "C", "C", "C", "N", "C", "C", "O", "H", "H", "H", "H", "C", "C", "O", "H", "H", "H"], "coordinates": [[0.001, -0.263, 1.301], [0.720, -3.212, 0.524], [-0.346, -3.250, 1.596], [-1.096, -2.019, 1.635], [-2.476, -2.260, 1.965], [-2.930, -0.918, 2.608], [-2.163, 0.139, 2.010], [-2.385, 1.521, 2.413], [-1.739, 2.436, 1.315], [-0.466, 1.883, 0.897], [0.333, 2.801, 0.127], [1.364, 1.939, -0.676], [1.604, 0.645, 0.104], [2.801, -0.136, -0.075], [2.409, -1.614, -0.365], [1.091, -1.816, 0.337], [0.281, -3.527, -0.479], [1.697, -3.799, 0.777], [0.083, -3.326, 2.588], [-1.043, -4.039, 1.431], [-2.592, -2.990, 2.868], [-3.087, -2.513, 1.134], [-2.701, -0.944, 3.686], [-3.979, -0.754, 2.458], [-1.922, 1.688, 3.390], [-3.455, 1.670, 2.343], [-1.590, 3.554, 1.614], [-2.464, 2.470, 0.461], [0.877, 3.386, 0.975], [-0.208, 3.493, -0.486], [2.320, 2.425, -0.778], [1.929, 0.923, -2.278], [3.347, -0.091, 0.848], [3.472, 0.121, -0.899], [3.172, -2.220, 0.175], [2.349, -1.683, -1.453], [-2.454, -2.499, -1.902], [-1.406, -1.328, -2.666], [-1.259, -1.472, -4.038], [-0.426, -0.584, -4.708], [-0.326, -0.758, -6.398], [0.180, 0.485, -3.999], [0.967, 1.416, -4.748], [1.300, 2.691, -4.155], [1.108, 2.865, -2.804], [1.115, 1.561, -2.155], [0.113, 0.593, -2.646], [-0.637, -0.351, -1.906], [-0.867, -0.209, -0.618], [-1.649, -2.278, -4.614], [1.289, 1.068, -5.673], [1.846, 3.458, -4.720], [1.472, 3.713, -2.267], [1.109, 0.613, 4.627], [1.118, 0.035, 3.248], [0.832, -1.243, 3.137], [0.553, 1.558, 4.604], [2.114, 1.012, 4.834], [0.697, -0.065, 5.478]], "mol_weight_g_mol": 567.577, "lumo_ev": -6.7, "homo_ev": -11.20, "total_charge": 2, "fmax_ev_per_a": 3.79}